No. 1
{
  "formula": "C7H6O5S2",
  "method": "the ωB97M-V functional and the def2-TZVPD basis",
  "homo_energy_ev": -1.46,
  "de_lowest_kcal_mol": 35.9,
  "energy_ha": -1442.9135,
  "total_charge": -2,
  "smiles": "O=C([O-])C1=CC=C[C@@](S)(S(=O)(=O)[O-])C1",
  "symbols": ["O", "C", "O", "C", "C", "C", "C", "C", "S", "S", "O", "O", "O", "C", "H", "H", "H", "H", "H", "H"],
  "coordinates": [[-3.894147, -0.713676, 0.755910], [-2.866908, -1.152547, 0.229714], [-2.825309, -2.216087, -0.408396], [-1.645845, -0.268430, 0.267456], [-1.743668, 1.112281, 0.347147], [-0.616014, 1.908059, 0.111635], [0.602214, 1.447755, -0.242716], [0.804092, 0.078639, -0.469715], [1.403808, -0.311962, -2.149251], [2.430074, -0.367244, 0.558900], [2.902127, -1.726346, 0.359082], [3.487140, 0.563375, 0.090311], [2.130648, -0.106184, 1.922396], [-0.314743, -0.934798, -0.023215], [-2.742362, 1.572158, 0.651478], [-0.648488, 2.922348, 0.368227], [1.206680, 2.259846, -0.740852], [2.542331, -0.962667, -1.717742], [0.200472, -1.310698, 0.795467], [-0.412108, -1.793825, -0.705829]],
  "forces_ev_per_angstrom": [[-1.134, 1.111, 1.179], [-0.870, -0.101, -0.281], [1.109, -0.923, -0.591], [0.625, 1.389, -0.375], [-2.329, -2.911, 1.028], [1.709, -0.274, 0.594], [-1.319, 3.786, -1.441], [2.275, -3.808, -0.227], [0.663, -0.188, -0.526], [2.896, 1.698, -0.962], [-0.996, -1.194, -0.892], [-1.101, -0.036, -0.526], [-1.719, 0.346, 2.362], [-0.060, 1.725, -1.460], [1.425, -0.809, -0.671], [-0.378, 1.680, -0.176], [0.243, -1.381, 1.081], [-0.742, 0.343, -0.534], [-0.123, -1.105, 2.349], [-0.172, 0.653, 0.070]]
}

No. 2
{
  "formula": "C7H6S",
  "method": "the ωB97M-V functional and the def2-TZVPD basis",
  "homo_energy_ev": -8.78,
  "de_lowest_kcal_mol": 65.4,
  "energy_ha": -668.3950,
  "smiles": "C#CC1(S)C=CC=C1",
  "symbols": ["C", "C", "C", "S", "C", "C", "C", "C", "H", "H", "H", "H", "H", "H"],
  "coordinates": [[1.012173, -0.989446, 2.476985], [0.808825, -0.559621, 1.357356], [0.453928, -0.180258, -0.023745], [1.690000, -0.780278, -1.212842], [0.333297, 1.361263, -0.206179], [-0.876882, 1.641416, -0.685443], [-1.648264, 0.373427, -0.894614], [-0.895995, -0.658509, -0.544924], [1.272922, -1.474824, 3.450858], [1.732956, -2.132687, -0.942319], [1.183114, 2.013714, 0.015050], [-1.242302, 2.615597, -0.957478], [-2.635886, 0.504826, -1.401622], [-1.187886, -1.734621, -0.431083]],
  "forces_ev_per_angstrom": [[0.311, -0.296, -0.132], [-0.307, -0.825, 1.127], [-0.371, 0.648, 0.219], [0.868, -0.512, -0.436], [0.674, -0.798, 0.102], [0.153, -0.818, -0.141], [-0.664, 2.004, -0.961], [-0.484, -1.602, 1.429], [-0.478, 0.988, -1.574], [-0.364, 0.961, 0.124], [-0.502, -0.207, -0.067], [-0.085, 0.176, 0.055], [0.871, -0.930, 0.732], [0.380, 1.210, -0.478]]
}

No. 3
{
  "formula": "C7H7Br2N2O2",
  "method": "the ωB97M-V functional and the def2-TZVPD basis",
  "homo_energy_ev": -13.75,
  "de_lowest_kcal_mol": 0.0,
  "energy_ha": -5678.5422,
  "total_charge": 1,
  "smiles": "Cc1cc(Br)[n+](C)c(Br)c1[N+](=O)[O-]",
  "symbols": ["C", "C", "C", "C", "Br", "N", "C", "C", "Br", "C", "N", "O", "O", "H", "H", "H", "H", "H", "H", "H"],
  "coordinates": [[1.925906, -1.975864, -0.848795], [1.064043, -0.848450, -0.494786], [0.784346, 0.406196, -1.296554], [-0.211563, 1.333154, -1.053633], [-0.415386, 2.643983, -2.365757], [-1.006741, 1.309579, 0.073206], [-2.112667, 2.338894, 0.280759], [-0.741656, 0.393020, 0.978250], [-1.528332, 0.366363, 2.672626], [0.223008, -0.751699, 0.649188], [0.362458, -1.886436, 1.583845], [0.137225, -2.981846, 1.109942], [0.791054, -1.638046, 2.682442], [1.393313, -2.967014, -0.535839], [2.254500, -1.963163, -1.895789], [2.833928, -1.983497, -0.214558], [1.398383, 0.423043, -2.255243], [-3.091283, 2.010217, -0.294622], [-2.411911, 2.462265, 1.325859], [-1.648627, 3.309301, -0.100540]],
  "forces_ev_per_angstrom": [[0.119, -1.900, 0.577], [-3.807, 4.361, 0.701], [1.529, -2.733, -0.577], [1.137, -0.806, -0.625], [-0.311, 0.161, 0.139], [-0.512, 0.833, 0.065], [-0.594, 0.621, -1.638], [2.457, -4.076, 0.232], [-0.062, 0.079, -0.532], [-0.635, 1.628, -0.473], [0.027, 0.095, 0.040], [-0.308, 0.245, 0.483], [-0.047, -0.104, 0.183], [0.948, 1.817, -1.067], [-0.283, -0.026, 0.332], [-0.285, 0.214, -0.227], [-1.130, 0.558, 1.339], [2.300, 0.684, 0.831], [0.588, -0.337, -0.246], [-1.133, -1.314, 0.461]]
}

No. 4
{
  "formula": "C7H7CaF12N2O9S4",
  "method": "the ωB97M-V functional and the def2-TZVPD basis",
  "homo_energy_ev": [-11.14, -11.14],
  "energy_ha": -4526.2033,
  "spin_multiplicity": 2,
  "symbols": ["Ca", "C", "C", "C", "O", "H", "H", "H", "H", "H", "H", "H", "C", "F", "F", "F", "S", "O", "O", "N", "S", "O", "O", "C", "F", "F", "F", "C", "F", "F", "F", "S", "O", "O", "N", "S", "O", "O", "C", "F", "F", "F"],
  "coordinates": [[0.119994, 0.009234, -0.534557], [1.409124, -3.866549, -0.780041], [0.674054, -3.263982, 0.401578], [0.698091, -4.169799, 1.572742], [0.857991, -1.869926, 0.648353], [2.410238, -3.554875, -1.077890], [0.895614, -3.358848, -1.596514], [1.147430, -4.904685, -0.984749], [-0.385737, -3.308446, 0.150627], [0.069605, -3.877211, 2.413868], [1.727847, -4.349986, 1.881338], [0.387719, -5.154120, 1.222205], [-2.948934, -1.392813, 2.406719], [-4.290969, -1.295224, 2.311060], [-2.597178, -1.647276, 3.616695], [-2.541321, -2.366209, 1.597789], [-2.036047, 0.248955, 1.934556], [-2.881777, 1.308359, 2.582484], [-0.679211, 0.258395, 2.482871], [-1.919021, 0.250504, 0.178400], [-3.387792, 0.400367, -0.341557], [-3.661341, -0.628457, -1.359693], [-4.491651, 0.674442, 0.561435], [-3.355769, 2.080230, -1.334583], [-2.862989, 3.118373, -0.601903], [-2.571187, 1.947844, -2.365470], [-4.641450, 2.360281, -1.779830], [0.921985, 4.280517, -0.899677], [1.239277, 5.366753, -0.269079], [-0.317864, 4.392316, -1.318319], [1.820340, 4.263488, -1.831699], [1.151522, 2.846015, 0.363521], [2.043395, 3.195446, 1.453300], [-0.239684, 2.607737, 0.768714], [1.758281, 1.541726, -0.600454], [3.362120, 1.720978, -0.608195], [3.983864, 2.963686, -1.034542], [3.988899, 1.078546, 0.559238], [3.716585, 0.674588, -2.132710], [2.982357, 1.107629, -3.253242], [4.996153, 0.898473, -2.535915], [3.447439, -0.586475, -1.866874]],
  "forces_ev_per_angstrom": [[0.767, -0.115, 0.190], [-1.043, 1.616, -2.262], [0.803, 0.684, 0.777], [0.727, -0.813, 1.202], [-0.356, -2.148, -0.670], [0.431, -0.478, 1.198], [-0.232, -0.084, -0.720], [0.471, -0.022, 0.550], [-0.826, 0.631, -0.482], [0.146, 0.143, -0.088], [0.076, 0.272, 0.359], [-0.330, 0.042, 0.027], [-1.103, 0.909, -1.502], [1.590, -0.020, 0.243], [0.294, -0.264, 1.321], [0.207, -0.314, -0.274], [-0.866, 4.313, 3.224], [2.044, -3.149, -2.419], [-1.008, -1.431, -1.871], [-1.012, -0.288, 4.148], [-5.302, 0.773, -3.991], [1.223, 1.396, 1.225], [1.944, -0.575, -0.381], [-1.353, 0.223, 1.383], [-1.043, -1.172, -0.524], [0.776, -0.214, -1.300], [2.233, -0.383, 0.943], [1.035, 0.438, 1.124], [-0.421, 1.753, 2.247], [-0.094, -0.798, -0.464], [0.126, -1.527, -2.340], [-1.183, 0.262, 1.636], [-0.626, -0.237, -2.154], [1.630, -0.969, -1.459], [-0.613, 2.840, 1.273], [4.517, -0.659, 0.639], [-1.738, -0.851, 0.584], [-1.503, 0.523, -2.181], [0.402, 2.348, -1.818], [0.335, -1.023, 1.996], [-1.249, -1.057, 1.094], [0.121, -0.574, -0.483]]
}